Record 1
DFT (ωB97M-V/def2-TZVPD) results for a molecular structure, C17H60B3N5O18 in a non-equilibrium geometry.

Structure (ORCA input):
```
! RIJCOSX wB97M-V def2-TZVPD def2/J DEFGRID3
* xyz 0 1
N -2.8098 -1.5902 1.0675
C -2.8905 -0.9450 0.1150
O -2.9751 -0.0765 -0.8469
B -1.6228 0.2280 -1.2114
O -0.9832 -0.6442 -2.0308
B 0.3849 -0.8182 -1.6970
C 1.0065 -2.2337 -1.7520
C 2.0605 -2.6118 -0.6310
N 2.0617 -1.7318 0.5312
N 3.3405 -2.7095 -1.2672
N 1.7424 -3.9424 -0.0983
O 1.0442 0.3684 -1.3469
B 0.3014 1.0791 -0.4527
N 0.8199 1.5506 0.8223
C 1.1708 2.7156 0.8234
O 1.5461 3.8134 0.7914
O -1.0374 1.3756 -0.7542
H 0.2056 -2.9692 -1.7452
H 1.4823 -2.3275 -2.7334
H 1.1695 -1.6674 1.0054
H 2.4617 -0.8259 0.3404
H 4.0403 -3.0425 -0.6197
H 3.6199 -1.8386 -1.6973
H 1.4583 -4.5521 -0.8558
H 0.9528 -3.8344 0.5304
C 6.6381 -1.1178 0.6930
O 5.3050 -1.6237 0.6011
H 6.9964 -0.9462 -0.3197
H 6.6549 -0.1760 1.2448
H 7.2896 -1.8359 1.1911
H 4.9865 -1.7748 1.4968
C -0.5248 4.2071 -2.3305
O 0.6220 5.0489 -2.3840
H -1.1044 4.3657 -3.2364
H -0.2270 3.1589 -2.2769
H -1.1387 4.4577 -1.4604
H 1.1326 4.9078 -1.5799
C -6.4695 -2.2112 -0.5026
O -5.9626 -1.1597 -1.3216
H -7.4636 -2.4561 -0.8680
H -5.8398 -3.1016 -0.5658
H -6.5429 -1.8975 0.5417
H -5.0840 -0.9398 -1.0022
C -0.4325 -6.1014 2.5076
O 0.6458 -5.1727 2.5214
H -1.0096 -5.9209 1.6037
H -0.0656 -7.1311 2.4927
H -1.0847 -5.9641 3.3742
H 1.1593 -5.3286 3.3184
C -4.5295 1.8492 -4.0665
O -3.1952 1.7343 -4.5858
H -5.1877 2.1221 -4.8869
H -4.8531 0.8928 -3.6463
H -4.5696 2.6226 -3.2980
H -2.6279 1.4924 -3.8502
C -4.0658 -2.0291 3.8927
O -4.0626 -2.2989 5.2978
H -3.0714 -2.2235 3.5100
H -4.7775 -2.6755 3.3734
H -4.3205 -0.9821 3.7058
H -4.9454 -2.1226 5.6335
C 3.4267 7.0750 -3.9608
O 2.2330 7.4135 -3.2674
H 4.1087 7.9177 -3.8777
H 3.9012 6.1925 -3.5223
H 3.2270 6.8836 -5.0187
H 1.6298 6.6646 -3.3403
C -7.4958 -4.7847 3.1480
O -6.1279 -4.8613 2.7635
H -8.0571 -4.4227 2.2903
H -7.8817 -5.7664 3.4340
H -7.6342 -4.0888 3.9804
H -5.6290 -5.1805 3.5213
C 7.4518 -2.5875 4.6125
O 7.8362 -1.4834 3.7918
H 6.4936 -2.9505 4.2466
H 8.1878 -3.3901 4.5517
H 7.3458 -2.2781 5.6532
H 8.6828 -1.1646 4.1164
C -5.1934 6.0074 -2.9065
O -5.0333 4.7980 -2.1689
H -6.1275 5.9330 -3.4564
H -5.2416 6.8709 -2.2388
H -4.3739 6.1477 -3.6157
H -4.2075 4.8645 -1.6810
C 8.8692 -4.8278 7.8696
O 9.2901 -3.7230 7.0753
H 7.9126 -5.1650 7.4788
H 9.5853 -5.6511 7.8109
H 8.7413 -4.5358 8.9148
H 10.1362 -3.4213 7.4174
C 2.9164 8.6474 -0.1944
O 3.9444 7.7610 0.2542
H 3.3724 9.6174 -0.3750
H 2.4691 8.2786 -1.1187
H 2.1445 8.7536 0.5740
H 3.5407 6.9039 0.4139
C -5.5451 0.0608 -7.5108
O -4.3777 0.8704 -7.5126
H -6.0993 0.2787 -8.4205
H -5.2902 -1.0027 -7.4986
H -6.1806 0.2828 -6.6479
H -3.8878 0.6758 -6.7060
*
```

The value obtained for the LUMO energy is -0.00578 Eh. The HOMO-LUMO gap is 9.0 eV.

---

Record 2
DFT (ωB97M-V/def2-TZVPD) results for 13 unconnected molecules or ions with the total composition C17H60N14O13 in a non-equilibrium geometry.

Structure (ORCA input):
```
! RIJCOSX wB97M-V def2-TZVPD def2/J DEFGRID3
* xyz 0 1
C -3.3663 -4.8782 0.4922
C -3.9687 -3.4772 0.3814
O -2.9643 -2.5692 -0.0179
H -2.9363 -5.2371 -0.4134
H -4.1781 -5.5520 0.7982
H -2.5459 -4.7726 1.1900
H -4.3752 -3.1136 1.3348
H -4.8264 -3.4238 -0.3163
H -2.2536 -2.6391 0.6556
C -2.6243 3.3744 -0.6599
C -2.1611 4.2583 -1.7861
O -0.8615 4.6670 -1.7642
H -2.3162 2.3338 -0.6389
H -3.6620 3.3057 -0.7524
H -2.3036 3.7895 0.2900
H -2.7307 5.2073 -1.8327
H -2.3636 3.7017 -2.6992
H -0.4885 4.0443 -2.4561
C 4.1405 -1.1947 -3.7543
C 2.7982 -1.9237 -3.8616
O 2.2000 -1.5576 -5.0710
H 4.7407 -1.3101 -4.6588
H 4.8447 -1.5829 -2.9999
H 4.0511 -0.1081 -3.5279
H 2.1898 -1.6891 -2.9754
H 2.8657 -3.0073 -3.9027
H 1.2949 -1.9828 -5.0271
C -4.3068 -0.2953 2.4467
C -4.2932 1.2502 2.1439
O -3.0254 1.7058 2.4001
H -3.5356 -0.8580 1.9946
H -5.2364 -0.7115 2.1348
H -4.2459 -0.5399 3.5269
H -5.1208 1.8097 2.6216
H -4.3439 1.4403 1.0560
H -2.9933 2.6511 2.4964
C 0.8211 1.7692 -3.9896
O 0.3367 3.0113 -3.5256
N 0.6362 1.2752 -5.1765
N 1.5264 0.8779 -3.3534
H -0.0702 1.6678 -5.8001
H 0.7817 0.2604 -5.3697
H 1.8800 1.0418 -2.3880
H 2.0144 0.1769 -3.8578
C 3.8852 0.9614 -0.6175
O 5.1250 0.6914 -1.1737
N 3.4142 0.3495 0.3904
N 3.0311 1.8356 -1.1466
H 3.9900 -0.4810 0.6595
H 2.7568 0.7911 1.0540
H 3.2915 2.3253 -2.0005
H 2.1680 2.1973 -0.7070
C -1.1805 0.8959 5.2090
O -2.1426 1.7049 5.8203
N -0.2129 0.3630 5.8906
N -1.1734 0.4990 3.9953
H -0.1765 0.5419 6.9060
H 0.3153 -0.4800 5.5653
H -1.9273 0.9315 3.4240
H -0.3749 0.2154 3.4053
C 3.1067 2.2779 4.7982
O 4.1436 3.2254 5.0282
N 2.0293 2.2326 5.5063
N 3.0888 1.6326 3.7097
H 1.9720 2.9110 6.2813
H 1.2354 1.5646 5.4479
H 3.9697 1.6575 3.1436
H 2.4308 0.8568 3.4874
C 0.1029 -3.7047 -0.9763
O -0.0158 -3.2651 -2.3242
N -0.0337 -4.9603 -0.6358
N 0.4556 -2.9440 0.0106
H -0.4106 -5.6374 -1.2925
H 0.0636 -5.2551 0.3348
H 0.6320 -1.8875 -0.1401
H 0.0265 -3.1841 0.8947
C 0.0593 0.0393 0.7836
O 0.5984 0.3426 2.0542
N -1.2410 0.0326 0.6063
N 0.6982 -0.3148 -0.2985
H -1.8215 0.2668 1.4189
H -1.7204 -0.0143 -0.3365
H 1.7265 -0.1655 -0.2439
H 0.1662 -0.3734 -1.1987
C -1.7909 0.0686 -2.3958
O -1.9025 1.3649 -2.7864
N -2.6500 -0.4398 -1.5457
N -0.7447 -0.6808 -2.5375
H -3.5830 0.0376 -1.3936
H -2.6937 -1.4054 -1.1014
H 0.0349 -0.2855 -3.1136
H -0.7513 -1.6922 -2.2583
C 3.6182 -2.6179 -0.6724
O 2.9164 -2.7032 0.5242
H 4.6944 -2.7578 -0.4625
H 3.4715 -1.6151 -1.0982
H 3.2542 -3.4496 -1.3168
H 1.9595 -3.0341 0.2902
C 0.5802 3.1255 0.9518
O 0.8546 3.2488 -0.4149
H 0.6245 4.1008 1.3988
H 1.3750 2.5780 1.5060
H -0.3936 2.5941 1.0832
H 0.0503 3.6912 -0.7776
*
```

The value obtained for the LUMO energy is -0.03242 Eh. The value obtained for the energy above the lowest of the compared OMol25 structures with the same formula, charge and spin is 94.1 kJ/mol. The HOMO-LUMO gap is 7.5 eV.

---

Record 3
DFT (ωB97M-V/def2-TZVPD) results for 13 unconnected molecules or ions with the total composition C17H60N16O13 in a non-equilibrium geometry.

Structure (ORCA input):
```
! RIJCOSX wB97M-V def2-TZVPD def2/J DEFGRID3
* xyz 0 1
O 5.2900 1.2460 5.5670
H 5.4695 2.1652 5.3690
H 4.3497 1.1475 5.4175
O -7.2876 2.1739 1.2125
H -6.6529 2.1270 1.9275
H -7.8572 1.4165 1.3472
C 0.0483 0.0341 0.6149
O 1.0695 0.2520 1.2893
N -1.1455 0.0344 1.0372
N 0.0927 -0.3558 -0.6051
H -1.4609 0.3424 1.9459
H -1.7574 -0.5341 0.4693
H 1.0184 -0.5344 -0.9672
H -0.7070 -0.7491 -1.0804
C -0.6379 -7.3751 -5.0670
O -0.2307 -8.5308 -4.9879
N -0.4862 -6.3817 -4.1811
N -1.4121 -7.0423 -5.9858
H 0.2692 -6.5295 -3.5272
H -0.6635 -5.4885 -4.6179
H -1.9107 -7.8033 -6.4244
H -1.7885 -6.1061 -6.0295
C 5.4293 -2.2691 -4.7618
O 4.7832 -1.2512 -4.6202
N 4.8596 -3.3357 -5.2016
N 6.7189 -2.4292 -4.6970
H 5.2945 -4.2472 -5.1994
H 3.8948 -3.2461 -5.4869
H 7.2541 -1.6948 -4.2564
H 7.1485 -3.2732 -5.0481
C -5.5761 -2.6935 -3.8773
O -4.5851 -2.4359 -3.1963
N -6.8029 -2.8369 -3.4298
N -5.5245 -2.8664 -5.1428
H -6.8477 -2.6352 -2.4411
H -7.6356 -2.7544 -3.9954
H -6.3265 -3.2348 -5.6340
H -4.5921 -2.7507 -5.5133
C -1.0412 0.1854 -8.3948
O -1.1069 -0.9949 -8.2529
N -1.8918 0.8907 -9.0649
N -0.2283 0.9427 -7.7082
H -2.6449 0.3469 -9.4615
H -1.5582 1.7314 -9.5142
H -0.2827 1.9511 -7.6942
H 0.3201 0.4736 -7.0015
C 8.4864 0.6220 0.4623
O 9.2438 0.7743 -0.5101
N 8.8770 0.5962 1.7035
N 7.1976 0.5187 0.3456
H 8.3050 0.4848 2.5284
H 9.8683 0.4918 1.8663
H 6.5055 0.5555 1.0803
H 6.8375 0.6461 -0.5894
C -4.7149 5.2369 6.2924
O -4.8182 4.2647 5.5475
N -5.4530 5.5419 7.3402
N -3.9366 6.2251 6.1011
H -6.1948 4.9171 7.6221
H -5.3647 6.4605 7.7505
H -3.9519 6.9978 6.7514
H -3.3098 6.2067 5.3094
C 1.6864 -3.4790 7.5540
O 0.9565 -2.4815 7.5540
N 2.2622 -3.9194 6.4806
N 2.0128 -4.3218 8.5171
H 2.7699 -4.7883 6.5667
H 2.1928 -3.4033 5.6153
H 1.5565 -4.2883 9.4175
H 2.4113 -5.2042 8.2295
C 4.2171 7.2913 2.4512
C 5.3889 6.2630 2.3684
C 6.5643 6.7270 1.4660
O 5.8692 6.0010 3.6725
H 4.5507 8.3290 2.4459
H 3.5667 7.0444 3.2903
H 3.6337 7.2286 1.5325
H 5.0471 5.3516 1.8780
H 6.4728 6.6415 0.3833
H 7.4286 6.1346 1.7663
H 6.7877 7.7781 1.6485
H 6.6738 6.5110 3.7917
C -3.2867 5.8271 -0.9454
C -4.4450 6.1220 -1.8692
C -4.3317 5.2084 -3.0674
O -5.5863 5.9670 -1.1570
H -3.5371 4.9130 -0.4070
H -3.1034 6.5590 -0.1588
H -2.3034 5.6220 -1.3686
H -4.4180 7.1910 -2.0801
H -3.9073 4.2343 -2.8245
H -3.7217 5.5109 -3.9186
H -5.3511 4.9829 -3.3805
H -5.5716 5.0587 -0.8465
C -2.3620 -5.7812 2.3843
C -2.5406 -7.2582 2.4699
C -3.2051 -7.5993 3.7875
O -3.2982 -7.5143 1.3527
H -1.8075 -5.4707 1.4987
H -1.7260 -5.6080 3.2524
H -3.2598 -5.1917 2.5701
H -1.5226 -7.6474 2.4579
H -3.4310 -8.6652 3.7573
H -4.1553 -7.0784 3.9049
H -2.5979 -7.2639 4.6283
H -2.8248 -7.1546 0.5990
*
```

The value obtained for the LUMO energy is 0.00055 Eh. The value obtained for the energy above the lowest of the compared OMol25 structures with the same formula, charge and spin is 0.0 kJ/mol. The HOMO-LUMO gap is 9.4 eV.

---

Record 4
DFT (ωB97M-V/def2-TZVPD) results for 17 unconnected molecules or ions with the total composition C17H68O17 in a non-equilibrium geometry.

Structure (ORCA input):
```
! RIJCOSX wB97M-V def2-TZVPD def2/J DEFGRID3
* xyz 0 1
C -0.3787 4.1285 -1.0055
O -1.1387 4.9795 -0.2065
H 0.3273 4.6675 -1.6075
H -0.9897 3.5865 -1.7305
H 0.1023 3.3965 -0.3485
H -0.7467 4.8735 0.6685
C 1.9533 1.5745 4.4255
O 1.6393 0.6825 3.3545
H 1.0923 2.1595 4.7235
H 2.7323 2.2495 4.1555
H 2.3653 0.8995 5.2165
H 1.2473 -0.1325 3.7795
C -3.3387 1.0165 0.0795
O -2.4177 2.0595 0.0945
H -3.9977 1.1545 0.9455
H -2.8797 0.0825 0.0075
H -4.0087 1.1835 -0.8105
H -1.4877 1.7785 -0.0265
C 1.1733 0.8415 -4.7265
O 0.9253 1.3335 -3.4125
H 1.2763 1.7125 -5.4055
H 0.5023 0.0685 -5.0155
H 2.0773 0.3135 -4.8375
H 1.4293 0.9475 -2.6825
C -4.2657 2.2095 -3.4925
O -3.0037 2.4595 -2.8815
H -4.0317 1.8565 -4.5275
H -4.7597 3.1805 -3.4125
H -4.7357 1.4875 -2.9065
H -2.4557 1.6655 -3.0045
C -2.5077 -0.5555 -4.0685
O -2.2027 -0.1605 -2.7505
H -2.1507 -1.5845 -4.3105
H -1.9487 0.2735 -4.6165
H -3.5897 -0.5205 -4.2525
H -2.4017 -0.7825 -2.0565
C 3.3063 -1.6125 0.7085
O 3.8683 -2.7735 1.2535
H 3.9803 -1.0555 0.1265
H 2.8123 -0.8975 1.3065
H 2.5313 -2.0735 0.0005
H 4.2243 -2.5735 2.1535
C 1.4973 -2.2085 -3.3355
O 1.1503 -1.6925 -2.1685
H 2.5623 -2.2275 -3.3705
H 0.9463 -1.9245 -4.2035
H 1.3743 -3.2875 -3.2405
H 1.8613 -1.1225 -1.9485
C -1.5397 0.4335 3.4995
O -2.4377 -0.1115 4.4005
H -2.1227 0.9235 2.7525
H -1.0647 -0.5195 3.0705
H -0.7387 0.9835 4.0415
H -2.0207 -0.8325 4.8965
C 0.9593 -2.4255 3.2015
O 0.5343 -1.5485 4.2405
H 0.5973 -2.0905 2.2385
H 0.5293 -3.4465 3.2775
H 2.0843 -2.3995 3.1795
H -0.0777 -2.0585 4.7625
C 3.8943 0.2795 -2.0195
O 2.5783 0.5135 -1.6745
H 4.2273 0.8325 -2.8285
H 4.0283 -0.7375 -2.4165
H 4.6543 0.5735 -1.2795
H 2.5033 1.1695 -1.0145
C 0.0183 -0.1135 0.4185
O -0.2497 0.8065 -0.6005
H -0.7247 -0.8235 0.6805
H 0.1693 0.3675 1.3665
H 0.9193 -0.6945 0.1785
H -0.3297 0.3785 -1.4235
C 0.7933 -4.2075 0.1165
O 1.7863 -4.4495 1.1245
H -0.0807 -4.8585 0.4005
H 1.1903 -4.3345 -0.8985
H 0.5123 -3.1455 0.2975
H 2.4303 -3.7725 0.9895
C -0.1677 3.1435 2.3255
O 0.2023 4.4335 1.9145
H -0.4527 3.0875 3.3285
H 0.5053 2.4845 2.0055
H -0.9857 2.7905 1.7505
H 0.9123 4.6975 2.5165
C 3.0553 2.9125 0.9905
O 2.4753 1.6395 0.8855
H 3.3903 3.0695 2.0125
H 2.3953 3.6995 0.7345
H 3.8713 2.9275 0.3025
H 2.2803 1.2835 1.7835
C -2.5107 -3.0855 -1.5835
O -1.7987 -2.0875 -0.8625
H -2.9187 -2.6775 -2.5125
H -3.3227 -3.5475 -0.9995
H -1.8727 -3.9495 -1.8865
H -1.4697 -2.4575 -0.0255
C -2.8817 -2.1495 1.9665
O -1.6547 -2.7835 1.8715
H -3.1977 -2.3765 2.9715
H -3.5707 -2.5965 1.3435
H -2.9367 -1.0415 1.8335
H -1.8867 -3.7415 1.7155
*
```

The value obtained for the LUMO energy is -0.00355 Eh. The value obtained for the energy above the lowest of the compared OMol25 structures with the same formula, charge and spin is 435.1 kJ/mol. The HOMO-LUMO gap is 8.1 eV.

---

Record 5
DFT (ωB97M-V/def2-TZVPD) results for 2 unconnected molecules or ions with the total composition C17H8BCl2F3N3O2 in a non-equilibrium geometry.

Structure (ORCA input):
```
! RIJCOSX wB97M-V def2-TZVPD def2/J DEFGRID3
* xyz -1 1
N -1.4519 -3.6268 1.8129
C -1.6687 -2.7948 1.0130
C -1.9773 -1.8211 0.0294
C -1.9519 -2.1595 -1.2972
C -1.3136 -3.3538 -1.7353
N -0.8008 -4.3338 -2.1218
C -2.5896 -1.3413 -2.3503
O -2.4781 -1.6489 -3.5328
C -3.3741 -0.1715 -1.8616
Cl -4.1731 0.7269 -3.0661
C -3.4520 0.1372 -0.5313
Cl -4.4609 1.3766 0.0566
C -2.7495 -0.6642 0.5089
O -2.8183 -0.4335 1.7194
C 1.4755 0.6319 3.7868
N 1.1672 0.1705 2.4447
C 0.6638 -1.0708 2.1125
C 0.6405 -1.1871 0.7173
C 1.1298 0.0389 0.1693
C 1.4519 0.8816 1.2855
C 2.0747 2.1112 1.0961
C 2.3168 2.5373 -0.2372
C 1.9763 1.7218 -1.3206
B 2.2772 2.2583 -2.9086
F 2.6093 1.1051 -3.6107
F 1.0473 2.8106 -3.2452
F 3.3207 3.1699 -2.8112
C 1.3879 0.4663 -1.1403
H 1.8486 1.6599 3.7194
H 0.5701 0.5993 4.4025
H 2.2458 0.0024 4.2561
H 0.3689 -1.7535 2.8905
H 0.4218 -2.0544 0.1166
H 2.3413 2.7210 1.9561
H 2.7785 3.5131 -0.3742
H 1.1460 -0.2247 -1.9492
*
```

The value obtained for the LUMO energy is -0.02936 Eh. The HOMO-LUMO gap is 4.1 eV.

---

Record 6
DFT (ωB97M-V/def2-TZVPD) results for a single C17H8F5NO4S molecule in a non-equilibrium geometry.

Structure (ORCA input):
```
! RIJCOSX wB97M-V def2-TZVPD def2/J DEFGRID3
* xyz 0 1
N 3.8286 3.2835 0.4785
C 3.0922 3.0076 -0.3724
C 2.4604 2.6680 -1.5788
C 1.3955 1.7652 -1.3937
C 0.7154 1.0746 -2.4518
O -0.2900 0.1607 -2.2678
C -0.8469 0.0929 -1.0073
C -1.4944 1.1179 -0.3098
C -2.0138 0.8908 0.9690
C -1.7942 -0.2868 1.6370
S -2.2259 -0.3902 3.4321
O -3.3751 -1.3122 3.6027
O -2.6105 0.9248 3.7892
C -0.7531 -0.9848 4.4512
F 0.4366 -0.5290 4.1087
F -0.9510 -0.9828 5.8461
C -1.3117 -1.4089 0.9065
C -0.7009 -1.1892 -0.3294
C -0.0990 -2.4848 -0.9794
C -0.4400 -3.6047 0.0426
F 0.6363 -4.3864 0.4212
F -1.3722 -4.4264 -0.6126
C -1.1840 -2.8485 1.0902
O -1.3556 -3.2786 2.2062
C 1.0698 1.5105 -3.7881
C 2.1303 2.4303 -3.9667
C 2.8497 2.9395 -2.8641
F 3.9225 3.7895 -2.9289
H 1.2578 1.5100 -0.3764
H -1.5424 2.1257 -0.7043
H -2.4666 1.7893 1.4239
H -0.7196 -2.0462 4.1573
H 1.0345 -2.2761 -0.9539
H -0.4385 -2.5764 -2.0202
H 0.6689 1.0869 -4.7148
H 2.4867 2.8442 -4.9423
*
```

The value obtained for the LUMO energy is -0.06285 Eh. The HOMO-LUMO gap is 8.2 eV. The SMILES is N#Cc1cc(Oc2ccc(S(=O)(=O)C(F)F)c3c2CC(F)(F)C3=O)ccc1F.